a.
Density functional theory data (ωB97M-V/def2-TZVPD) for the molecule C4H5ClO2S.

Element x y z (Å)
C  0.719  -0.752  -0.185
C  0.078  1.800  0.259
C  -0.909  1.101  -0.553
C  -0.116  0.237  0.432
O  1.029  -3.371  -0.534
O  -0.052  -2.546  1.590
S  0.152  -2.415  0.172
Cl  1.270  -0.501  -1.896
H  1.144  2.011  -0.144
H  -0.113  2.245  1.232
H  -1.928  1.169  -0.270
H  -0.805  0.953  -1.586
H  -0.469  0.070  1.483

## Properties
Kohn-Sham gap (alpha / beta)	7.09 / 7.60	eV
SMILES string	O=S(=O)=C(Cl)C1CC1

Atomic partial charges in e from the natural (NBO) method, atoms 1 to 4: C -0.168; C -0.364; C -0.377; C -0.370

---

b.
Density functional theory data (ωB97M-V/def2-TZVPD) for the molecule C4H5ClO2S.

Element x y z (Å)
C  1.071  -0.975  -0.036
C  0.348  0.365  -0.158
C  -0.714  0.765  0.936
C  -1.133  0.380  -0.418
H  -0.580  -2.055  0.399
H  2.003  1.226  -1.049
H  -0.899  0.169  1.770
H  -0.728  1.826  1.196
H  -1.389  1.084  -1.225
O  0.457  -2.145  0.229
O  0.998  1.444  -0.692
S  2.636  -0.940  -0.350
Cl  -2.071  -1.144  -0.603

## Properties
Kohn-Sham gap	9.47	eV
SMILES string	OC(=S)[C@]1(O)C[C@@H]1Cl

Atomic partial charges in e from the natural (NBO) method, atoms 1 to 4: C 0.203; C 0.162; C -0.430; C -0.221

---

Most stable to least stable, the ends of the list are b and a.